DFT (wB97M-V/def2-TZVPD) results for a single C23H27N3O4 molecule.

Results
Frontier orbital gap (eV): 7.63
F_max (eV/Å): 0.9
Relative energy (zero: lowest compared OMol25 entry of this formula, charge and spin) (kJ/mol): 248.8

Cartesian coordinates (Å):
C  1.57520  5.93097  1.50985
H  1.38035  5.22876  2.31476
H  2.40850  5.55914  0.91796
H  1.86755  6.88158  1.94919
C  0.32934  6.13515  0.63771
N  -0.09650  5.01840  -0.17447
C  -0.62050  3.87007  0.51192
H  -1.23475  3.31803  -0.20713
C  0.42283  2.88348  1.10546
N  -0.05131  1.52523  1.09435
C  -0.42018  0.85532  2.20962
O  -0.40729  1.30066  3.33662
C  -0.85012  -0.54253  1.76858
O  -1.20842  -1.43204  2.50774
C  -0.69231  -0.56287  0.31939
C  -0.88879  -1.60134  -0.52524
C  -1.47988  -2.89034  -0.13894
C  -0.84956  -4.06318  -0.56159
C  -1.39054  -5.29944  -0.23533
C  -2.58366  -5.35109  0.48975
C  -3.21000  -4.18844  0.88658
C  -2.66609  -2.95261  0.57949
H  -3.15715  -2.04474  0.88648
H  -4.13091  -4.24259  1.44576
H  -2.99074  -6.31981  0.73113
O  -0.85073  -6.49865  -0.57769
C  0.37782  -6.52048  -1.26295
H  1.16878  -6.02941  -0.68723
H  0.62601  -7.57305  -1.38775
H  0.29857  -6.05140  -2.24967
H  0.08454  -3.99270  -1.10119
O  -0.51066  -1.45875  -1.81623
H  -0.74981  -2.24885  -2.32038
C  -0.10945  0.75262  -0.12825
C  1.27123  0.61299  -0.73442
N  1.50397  1.32308  -1.82774
C  2.70258  1.25699  -2.38077
C  3.73325  0.48349  -1.87140
C  3.49256  -0.25078  -0.71950
C  2.23963  -0.18550  -0.13507
H  2.00961  -0.73624  0.76465
H  4.26951  -0.86176  -0.28304
H  4.69618  0.45935  -2.35712
H  2.83621  1.85819  -3.27064
H  -0.74576  1.24261  -0.87728
H  1.34677  2.94053  0.52231
H  0.63847  3.12166  2.14852
H  -1.28011  4.21943  1.30897
C  0.71355  4.74674  -1.34890
C  0.26502  5.61182  -2.52720
H  0.41587  6.66726  -2.31673
H  -0.79122  5.44965  -2.72243
H  0.83274  5.35196  -3.41703
H  0.60035  3.69624  -1.62523
H  1.78233  4.92399  -1.16034
H  0.51107  6.97112  -0.04264
H  -0.51068  6.41148  1.28231

Forces on atoms 1 to 2 (eV/Å):
C -0.23 0.01 -0.21
H 0.03 -0.07 0.12

***

DFT (wB97M-V/def2-TZVPD) results for a single C23H27N3O4 molecule.

Results
Frontier orbital gap (eV): 8.35
F_max (eV/Å): 0.6
Relative energy (zero: lowest compared OMol25 entry of this formula, charge and spin) (kJ/mol): 63.3

Cartesian coordinates (Å):
C  0.17531  4.26238  1.52078
H  0.36944  5.33192  1.51490
H  -0.89643  4.10910  1.43789
H  0.51705  3.85471  2.47010
C  0.90216  3.59149  0.35720
C  2.40201  3.86414  0.44861
H  2.93892  3.46082  -0.40699
H  2.58254  4.93562  0.48360
H  2.81139  3.41834  1.35321
H  0.50892  4.00157  -0.57926
C  0.61216  2.08714  0.37222
N  1.37772  1.38770  -0.64842
C  1.71611  0.08676  -0.53343
O  1.40279  -0.58113  0.43722
C  2.52705  -0.46045  -1.71825
N  3.67477  0.35015  -2.07804
H  3.40698  1.22989  -2.50509
C  4.57864  0.58473  -0.96692
C  4.88390  -0.67769  -0.20707
C  5.91264  -0.67035  0.72763
C  6.20392  -1.79940  1.46757
C  5.45909  -2.95270  1.28145
C  4.43237  -2.96401  0.35767
C  4.13458  -1.83340  -0.39334
C  3.02940  -1.87002  -1.40891
H  3.40695  -2.31398  -2.33363
H  2.20559  -2.48232  -1.04016
H  3.84501  -3.85942  0.21362
H  5.67798  -3.83886  1.85866
H  7.00755  -1.78066  2.18883
H  6.48758  0.23410  0.87134
H  4.17972  1.32182  -0.24459
H  5.50547  0.99850  -1.37834
H  1.85098  -0.49434  -2.58320
H  1.49569  1.86586  -1.52827
H  0.90876  1.65707  1.33626
C  -0.88413  1.78745  0.12375
O  -1.62868  2.58127  -0.41006
N  -1.20485  0.53760  0.52853
C  -2.42796  -0.13126  0.41233
C  -3.59241  0.49622  -0.00662
C  -4.77882  -0.22053  -0.08715
C  -4.81077  -1.56941  0.27658
C  -3.63567  -2.19394  0.67630
C  -2.45414  -1.48724  0.73967
H  -1.54443  -1.97890  1.04961
H  -3.67615  -3.23882  0.93831
O  -5.97166  -2.30569  0.25877
C  -7.13022  -1.50750  0.17724
C  -6.95016  -0.42732  -0.88873
H  -7.84313  0.19256  -0.98151
O  -5.89656  0.43785  -0.53157
H  -6.73178  -0.90686  -1.85318
H  -7.95344  -2.17877  -0.07174
H  -7.32478  -1.02743  1.14651
H  -3.59545  1.53626  -0.28326
H  -0.43320  -0.04381  0.85403

Forces on atoms 1 to 2 (eV/Å):
C -0.06 -0.09 -0.28
H 0.01 0.11 0.05

***

DFT (wB97M-V/def2-TZVPD) results for a 2-piece molecular cluster, C23H27N3O9S2 overall at a distorted geometry.

Results
Frontier orbital gap (eV): 6.73
F_max (eV/Å): 19.6
Relative energy (zero: lowest compared OMol25 entry of this formula, charge and spin) (kJ/mol): 2452.0

Cartesian coordinates (Å):
O  -6.02364  -2.25220  1.48855
C  -4.79676  -2.03871  1.02067
N  -3.85980  -1.38254  1.81596
C  -2.59516  -1.30211  1.56858
C  -1.81144  -2.51867  1.07902
C  -0.55483  -2.21651  0.99711
C  -0.06782  -0.98125  1.20853
C  -0.78587  0.23157  1.32040
C  -2.15476  0.02862  1.63404
H  -2.68988  0.78425  2.01581
H  -0.39199  1.39608  1.51296
S  1.61623  -0.40415  0.50552
O  2.35501  -0.00058  1.60033
O  1.72221  0.26345  -0.62544
N  2.37496  -2.04682  0.31602
C  3.44118  -2.36072  1.43675
H  3.60952  -3.57812  1.47062
C  4.77001  -1.83224  0.79089
H  4.85235  -0.57272  0.63409
O  4.97968  -2.22345  -0.47871
C  3.89447  -1.92436  -1.53971
H  3.74226  -0.73091  -1.37350
C  2.60613  -2.35342  -0.86795
H  2.56447  -3.51200  -0.75240
H  1.78719  -1.93672  -1.78077
H  4.26217  -2.32296  -2.43480
H  5.68484  -2.27950  1.28959
H  3.35354  -1.70634  2.24594
H  0.05794  -2.98394  0.76509
H  -2.21954  -3.37380  1.23868
H  -4.38499  -0.97218  2.64786
C  -4.55613  -2.34492  -0.54163
H  -5.40245  -2.28081  -1.00548
H  -4.07519  -3.43413  -0.51691
O  -3.67479  -1.38526  -0.89931
C  -2.51854  -1.50709  -1.53903
O  -2.30402  -2.87390  -2.01070
C  -1.68007  -0.58024  -1.68919
C  -1.92424  0.74092  -1.47375
C  -1.16708  1.83967  -1.74408
C  0.09701  1.40963  -2.53638
C  0.11990  0.28920  -2.92709
C  -0.65411  -0.89394  -2.74464
O  -0.28813  -2.21865  -3.16992
H  -1.01254  -2.65394  -2.92717
H  1.24851  -0.05826  -3.82847
H  0.72284  2.20862  -2.94073
S  -1.16497  3.16981  -1.05432
O  -0.78287  4.43457  -2.07704
O  -2.78100  3.47523  -0.57627
N  -0.30060  3.22965  0.22024
C  -0.59653  4.19980  1.25818
H  -1.40667  3.99399  1.64426
H  -0.58228  5.08601  0.98564
C  0.66734  3.93427  2.39800
H  0.81326  5.03866  2.99318
H  0.29237  3.19475  2.97105
C  1.63905  3.52716  1.45389
H  2.54747  4.35481  1.37159
H  2.28002  2.57558  2.07207
C  1.16491  3.22287  -0.07446
H  1.50519  2.37024  -0.36737
H  1.33947  4.15295  -0.71843
H  -2.90278  0.88568  -0.75543

Forces on atoms 1 to 2 (eV/Å):
O 6.14 1.02 -2.11
C -6.34 -0.76 1.32

***

DFT (wB97M-V/def2-TZVPD) results for a single C23H27N5O2 molecule at a distorted geometry.

Results
Frontier orbital gap (eV): 7.91
F_max (eV/Å): 1.2
Relative energy (zero: lowest compared OMol25 entry of this formula, charge and spin) (kJ/mol): 75.6

Cartesian coordinates (Å):
C  3.17115  -3.93263  -2.07257
C  1.95980  -4.78542  -1.71385
C  1.29656  -4.36770  -0.40105
C  0.64496  -2.98952  -0.47230
C  -0.10985  -2.66739  0.81838
N  -0.72055  -1.36429  0.75344
C  -0.19135  -0.20485  1.23307
N  0.96320  -0.13681  1.91438
C  1.33665  1.04969  2.30256
N  0.63640  2.18162  2.04954
C  -0.62941  2.19023  1.37467
O  -1.21913  3.24018  1.22955
C  -1.01833  0.88640  0.95108
C  -2.13867  0.36324  0.23443
N  -3.20663  0.91678  -0.27913
C  -4.05845  0.07256  -0.89889
C  -5.23372  0.59936  -1.47348
C  -6.11992  -0.22406  -2.10821
C  -5.87541  -1.60505  -2.19971
C  -4.74667  -2.15126  -1.65573
C  -3.81212  -1.33260  -0.99340
N  -2.70041  -1.89997  -0.46437
C  -1.89852  -1.06013  0.13032
H  -4.54019  -3.20889  -1.71454
H  -6.59151  -2.23533  -2.70651
H  -7.01984  0.18182  -2.54652
H  -5.39819  1.66214  -1.38890
C  1.14211  3.48331  2.44296
H  0.27761  4.14391  2.55252
H  1.65435  3.39751  3.40062
C  2.09466  4.09265  1.38377
C  1.35352  4.75039  0.20227
H  1.37533  5.83526  0.27605
C  2.10246  4.23123  -1.02522
H  1.46502  4.13383  -1.89996
C  2.60947  2.88466  -0.51931
H  3.50189  2.52261  -1.03160
O  2.95921  3.10627  0.83343
H  1.82052  2.12118  -0.59136
H  2.94721  4.87821  -1.26519
H  0.31427  4.42725  0.18223
H  2.73328  4.82095  1.90158
C  2.60418  1.10710  3.08801
H  2.41133  1.45570  4.10196
H  3.31827  1.77368  2.61115
H  3.01458  0.10298  3.13288
H  0.57478  -2.66383  1.66918
H  -0.90408  -3.40080  0.97923
H  -0.05913  -2.95822  -1.30650
H  1.40366  -2.22179  -0.63184
H  0.53026  -5.10383  -0.14682
H  2.04163  -4.37438  0.39779
H  1.22562  -4.73132  -2.52052
H  2.27661  -5.82720  -1.62526
H  2.88137  -2.90420  -2.27069
H  3.65613  -4.32390  -2.96398
H  3.89404  -3.93733  -1.25962

Forces on atoms 1 to 2 (eV/Å):
C -0.20 -0.15 -0.05
C 0.11 0.03 0.22